1.
Computed, not measured: a 2-piece molecular cluster, C9H19N4 overall at a distorted geometry, with ωB97M-V/def2-TZVPD.

The geometry in XYZ format:
```
32
Properties=species:S:1:pos:R:3
H -2.600 -2.187 -1.267
H 2.113 -0.010 -3.492
H 2.544 -0.651 0.993
C -0.402 -0.694 -0.561
C 0.945 2.266 1.629
H -0.381 -1.997 -1.975
H -1.853 -0.911 0.908
H 0.265 -2.911 0.485
C -1.251 -1.545 0.287
H -1.310 -3.418 -0.829
H -1.414 0.932 1.585
H 0.462 1.245 -1.000
C -2.048 -2.662 -0.400
N 0.093 -1.212 -1.669
N 1.626 0.576 -2.854
N 1.746 2.918 2.414
H -2.798 -3.151 0.237
H 1.364 3.873 2.569
H 0.836 -0.625 -2.192
H -0.726 -2.590 2.061
C -0.347 2.722 0.971
H 2.362 0.872 -2.201
C -0.266 -2.182 1.213
H 1.239 1.318 -3.333
H -2.028 1.590 0.063
C 1.403 0.948 1.105
H -0.965 3.282 1.776
C -1.008 1.407 0.587
H 0.477 -1.525 1.465
N 2.356 0.244 1.441
H -0.446 3.389 0.119
C 0.011 0.688 -0.131
```

The LUMO energy is -3.72 eV. The charge is +1. The HOMO-LUMO gap comes out at 9.021 eV. The relative energy (zero: lowest compared OMol25 entry of this formula, charge and spin) comes out at 232.9 kJ/mol. The value obtained for the HOMO energy is -12.74 eV.

=====

2.
Computed, not measured: a 2-piece molecular cluster, C12H18NO overall at a distorted geometry, with ωB97M-V/def2-TZVPD.

The geometry in XYZ format:
```
32
Properties=species:S:1:pos:R:3
C -3.371 -0.633 0.877
C -5.233 -0.847 -0.527
C 2.506 -0.096 1.330
C -1.025 1.148 1.439
H 2.485 -1.150 -2.125
O -2.066 1.402 0.758
H -6.106 -1.365 -0.932
C 2.139 0.002 -0.183
N -0.212 -0.509 0.365
H 0.476 0.321 -1.503
C 2.885 -0.961 -1.119
H -5.510 0.892 -1.902
H -4.756 -2.162 1.039
H 2.829 -1.936 -0.717
C -5.040 0.419 -1.051
H 2.439 1.660 -1.526
C 2.587 1.465 -0.389
H 2.080 2.245 0.097
C -4.550 -1.306 0.573
H 1.992 0.553 1.879
H 0.225 -0.935 1.173
H -1.124 -0.699 -0.010
C 0.664 -0.076 -0.487
H 3.576 1.642 -0.213
C -3.064 0.608 0.253
C -3.952 1.173 -0.719
H -2.913 -1.137 1.719
H 2.452 -1.035 1.679
H -0.525 2.092 1.747
H -3.761 2.185 -1.113
H 3.823 -0.535 -1.137
H 3.610 0.080 1.541
```

The LUMO energy (spin up / spin down) is -3.96 / -4.89 eV. The charge is +1. The HOMO-LUMO gap (spin up / spin down) comes out at 6.467 / 7.665 eV. The relative energy (zero: lowest compared OMol25 entry of this formula, charge and spin) comes out at 0.0 kJ/mol. The spin multiplicity is 3. The value obtained for the HOMO energy (spin up / spin down) is -10.42 / -12.56 eV.

=====

3.
Computed, not measured: a 2-piece molecular cluster, H3N4 overall at a distorted geometry, with ωB97M-V/def2-TZVPD.

The geometry in XYZ format:
```
7
Properties=species:S:1:pos:R:3
N 0.502 -1.187 -0.112
N 0.930 1.111 -0.128
H 0.361 1.999 -0.451
N -1.702 0.233 0.053
H -1.698 -0.763 0.390
H 1.451 -1.281 -0.395
N 0.252 0.057 -0.114
```

The LUMO energy is 5.53 eV. The charge is -1. The HOMO-LUMO gap comes out at 7.964 eV. The relative energy (zero: lowest compared OMol25 entry of this formula, charge and spin) comes out at 235.3 kJ/mol. The value obtained for the HOMO energy is -2.44 eV.

=====

4.
Computed, not measured: C5H8 in the gas phase at a distorted geometry, with ωB97M-V/def2-TZVPD.

The geometry in XYZ format:
```
13
Properties=species:S:1:pos:R:3
C 0.226 0.338 -0.009
H 0.715 -1.248 1.303
H 1.110 -0.071 -2.652
H -0.519 -0.728 -3.238
C -0.435 -0.400 -1.118
H -0.332 0.113 3.348
C -0.168 0.413 2.335
H -0.322 1.258 -0.020
H 1.282 0.494 -0.329
C 0.286 -0.224 1.305
H -0.497 1.402 2.254
C 0.107 -0.472 -2.351
H -1.453 -0.876 -0.829
```

The LUMO energy is 1.26 eV. The charge is 0. The HOMO-LUMO gap comes out at 10.782 eV. The relative energy (zero: lowest compared OMol25 entry of this formula, charge and spin) comes out at 152.2 kJ/mol. The value obtained for the HOMO energy is -9.52 eV.

=====

5.
Computed, not measured: a 5-piece molecular cluster, H10O5 overall, with ωB97M-V/def2-TZVPD.

The geometry in XYZ format:
```
15
Properties=species:S:1:pos:R:3
H -1.615 -1.122 0.793
O 2.778 -0.342 -0.332
O 0.375 -0.238 -2.634
H 3.426 0.317 -0.596
H 0.236 0.470 0.718
H -0.119 -0.028 -3.434
O -0.465 0.205 0.111
H -1.328 1.966 2.763
H 0.010 -1.081 -2.337
H -0.036 0.151 -0.756
H -1.979 -1.816 2.120
O -1.993 -1.940 1.168
H -1.367 2.137 1.248
H 2.979 -1.113 -0.871
O -0.903 2.435 2.039
```

The LUMO energy is 0.46 eV. The charge is 0. The HOMO-LUMO gap comes out at 11.172 eV. The relative energy (zero: lowest compared OMol25 entry of this formula, charge and spin) comes out at 85.4 kJ/mol. The value obtained for the HOMO energy is -10.71 eV.

=====

6.
Computed, not measured: C4H6N2O in the gas phase at a distorted geometry, with ωB97M-V/def2-TZVPD.

The geometry in XYZ format:
```
13
Properties=species:S:1:pos:R:3
C -1.119 -2.093 0.058
C -0.814 0.568 1.326
N 0.331 1.107 0.822
O -1.866 0.240 0.385
C -1.078 -0.810 0.340
H -1.166 0.831 2.313
H -0.225 -2.692 0.127
C 1.650 1.120 -1.067
N 0.701 0.450 -0.197
H 2.313 0.370 -1.497
H -2.054 -2.570 -0.207
H 1.109 1.605 -1.884
H 2.218 1.876 -0.518
```

The LUMO energy is -0.05 eV. The charge is 0. The HOMO-LUMO gap comes out at 8.559 eV. The relative energy (zero: lowest compared OMol25 entry of this formula, charge and spin) comes out at 583.5 kJ/mol. The value obtained for the HOMO energy is -8.61 eV.

=====

Repeat the first record exactly.
Computed, not measured: a 2-piece molecular cluster, C9H19N4 overall at a distorted geometry, with ωB97M-V/def2-TZVPD.

The geometry in XYZ format:
```
32
Properties=species:S:1:pos:R:3
H -2.600 -2.187 -1.267
H 2.113 -0.010 -3.492
H 2.544 -0.651 0.993
C -0.402 -0.694 -0.561
C 0.945 2.266 1.629
H -0.381 -1.997 -1.975
H -1.853 -0.911 0.908
H 0.265 -2.911 0.485
C -1.251 -1.545 0.287
H -1.310 -3.418 -0.829
H -1.414 0.932 1.585
H 0.462 1.245 -1.000
C -2.048 -2.662 -0.400
N 0.093 -1.212 -1.669
N 1.626 0.576 -2.854
N 1.746 2.918 2.414
H -2.798 -3.151 0.237
H 1.364 3.873 2.569
H 0.836 -0.625 -2.192
H -0.726 -2.590 2.061
C -0.347 2.722 0.971
H 2.362 0.872 -2.201
C -0.266 -2.182 1.213
H 1.239 1.318 -3.333
H -2.028 1.590 0.063
C 1.403 0.948 1.105
H -0.965 3.282 1.776
C -1.008 1.407 0.587
H 0.477 -1.525 1.465
N 2.356 0.244 1.441
H -0.446 3.389 0.119
C 0.011 0.688 -0.131
```

The LUMO energy is -3.72 eV. The charge is +1. The HOMO-LUMO gap comes out at 9.021 eV. The relative energy (zero: lowest compared OMol25 entry of this formula, charge and spin) comes out at 232.9 kJ/mol. The value obtained for the HOMO energy is -12.74 eV.

=====

Question: Which formula does entry 1 have?
Answer: C9H19N4